C36H104N8O12 | ωB97M-V with the def2-TZVPD basis set

Structure (ORCA input):
```
! RIJCOSX wB97M-V def2-TZVPD def2/J DEFGRID3
* xyz 0 1
C 1.62171 -3.60854 -0.66130
O 2.22013 -2.44473 -1.24925
C 3.23284 -2.71611 -2.27578
C 4.09729 -1.47943 -2.58651
C 3.38020 -0.28402 -3.12889
N 5.17004 -1.76989 -3.52889
H 1.22289 -4.27232 -1.42838
H 0.84982 -3.31641 0.05069
H 2.32700 -4.14342 -0.02524
H 3.85293 -3.55946 -1.97189
H 2.71289 -3.02074 -3.18405
H 4.57012 -1.08625 -1.68654
H 2.48346 -0.01405 -2.57113
H 3.08386 -0.45199 -4.16430
H 4.04969 0.57542 -3.09364
H 4.60619 -1.95020 -4.34722
H 5.57417 -2.67217 -3.32235
C -5.90791 -2.39697 3.82680
O -4.89419 -1.71729 3.05444
C -4.39282 -2.59498 2.03914
C -3.42372 -1.78554 1.18890
C -4.12168 -0.72488 0.40712
N -2.64201 -2.50763 0.18366
H -6.75699 -2.81087 3.28288
H -6.24338 -1.69105 4.58656
H -5.46349 -3.16382 4.46128
H -3.78639 -3.40592 2.44254
H -5.15119 -3.07676 1.42200
H -2.73147 -1.28673 1.86721
H -3.42532 -0.10686 -0.15965
H -4.52214 0.06000 1.04876
H -4.97363 -0.99583 -0.21646
H -2.08197 -3.16337 0.70945
H -2.01653 -1.79221 -0.15845
C 1.14574 2.65478 -2.29582
O 0.44502 1.46155 -1.89815
C 0.96098 1.04393 -0.57546
C -0.15024 0.01243 -0.20041
C 0.12673 -0.70252 1.16570
N -0.29066 -1.00226 -1.20918
H 0.72722 3.02152 -3.23307
H 2.15528 2.32497 -2.54103
H 1.20915 3.45727 -1.56091
H 1.96324 0.62144 -0.64673
H 0.98178 1.92664 0.06368
H -1.02659 0.62928 -0.00139
H -0.66203 -1.44637 1.27812
H 0.12600 -0.06034 2.04644
H 1.12109 -1.14774 1.13238
H 0.53780 -1.57500 -1.28488
H -0.26357 -0.49457 -2.08189
C 3.76619 -1.86747 2.41150
O 4.70583 -0.81591 2.16961
C 4.15813 0.33546 1.53287
C 4.87880 1.54024 2.14335
C 4.42193 2.90071 1.56827
N 6.33681 1.47238 2.02731
H 4.26903 -2.76249 2.77782
H 3.22861 -2.12720 1.49955
H 2.98703 -1.52448 3.09220
H 4.36272 0.27702 0.46384
H 3.09931 0.42387 1.77616
H 4.62936 1.64870 3.19887
H 3.34074 2.91250 1.43050
H 4.82199 3.18500 0.59501
H 4.59846 3.71143 2.27515
H 6.42799 1.62542 1.03315
H 6.71342 0.55583 2.22275
C 0.51106 -2.87881 -7.20875
O 1.05202 -2.22740 -6.06220
C 0.11006 -1.44460 -5.31700
C -0.08836 -0.04618 -5.89329
C 1.22859 0.75741 -5.95236
N -1.01120 0.74866 -5.08603
H 0.14816 -2.17601 -7.95873
H -0.36520 -3.42014 -6.85206
H 1.19632 -3.64123 -7.57922
H -0.87151 -1.90440 -5.20208
H 0.41199 -1.46468 -4.26985
H -0.44846 -0.15961 -6.91582
H 1.00614 1.65816 -6.52442
H 2.06682 0.22875 -6.40622
H 1.51953 1.09139 -4.95642
H -1.78196 0.11458 -4.93118
H -0.61239 0.89624 -4.16992
C -2.95254 2.48100 -1.93402
O -2.50062 3.82752 -1.81276
C -1.97838 4.19427 -0.48303
C -3.02601 4.00731 0.56301
C -4.36118 4.67736 0.18598
N -2.63237 4.64057 1.83962
H -3.89550 2.29643 -1.41937
H -2.14801 1.82122 -1.60916
H -3.22043 2.27918 -2.97114
H -1.13081 3.55839 -0.22730
H -1.61047 5.22027 -0.49157
H -3.13868 2.95282 0.81487
H -4.14753 5.61749 -0.32254
H -5.05931 4.74303 1.02048
H -4.95698 4.14079 -0.55242
H -1.63891 4.57648 2.00998
H -2.76977 5.64111 1.85093
C 1.40527 4.09366 8.60590
O 1.28807 4.07733 7.15367
C 1.62383 2.77705 6.56280
C 1.30240 2.86728 5.08342
C 1.59513 1.55282 4.34241
N 2.07482 3.90722 4.38594
H 0.95681 4.98691 9.04076
H 2.45181 4.06374 8.90917
H 0.85429 3.24120 9.00316
H 2.65628 2.46517 6.72057
H 1.08683 1.91755 6.96401
H 0.24879 3.10852 4.94263
H 2.61273 1.19973 4.50943
H 1.35321 1.60084 3.28067
H 0.92391 0.81205 4.77697
H 1.94367 4.74011 4.94200
H 3.06937 3.73388 4.41640
C -0.36961 -4.18802 3.11197
O -1.25120 -4.27560 1.95114
C -2.01146 -5.52026 1.89885
C -1.21133 -6.90724 1.57159
C -0.21154 -6.71569 0.44515
N -1.99273 -7.98329 1.08946
H 0.36621 -4.99167 3.08330
H -0.88507 -4.14772 4.07154
H 0.15239 -3.23115 3.10775
H -2.48178 -5.66955 2.87076
H -2.74574 -5.39867 1.10254
H -0.59586 -7.22682 2.41252
H 0.54558 -6.11080 0.94413
H -0.70459 -6.07484 -0.28582
H 0.28063 -7.54026 -0.07056
H -2.70805 -8.23216 1.75765
H -2.65695 -7.65509 0.40303
C 1.46139 6.33620 -2.16743
O 0.69898 7.53861 -2.03380
H 1.42879 5.64334 -1.32661
H 1.03396 5.74419 -2.97671
H 2.51952 6.55239 -2.31485
H 0.71734 7.94736 -2.90223
C -2.09986 3.75446 -5.47821
O -1.16228 3.24239 -6.43521
H -1.54789 3.95023 -4.55892
H -2.54748 4.66524 -5.87597
H -2.83571 2.98303 -5.25118
H -0.87102 2.37902 -6.13295
C -1.26832 -1.60495 4.88131
O 0.09893 -1.37295 4.84793
H -1.83516 -0.94455 5.53757
H -1.68644 -1.57543 3.87512
H -1.35396 -2.61697 5.27701
H 0.44927 -1.54277 5.72545
C -3.40046 -0.95303 -3.41267
O -3.56991 -0.82923 -4.78869
H -2.54817 -0.38040 -3.04689
H -4.27398 -0.53050 -2.91617
H -3.28612 -1.97016 -3.03789
H -4.36534 -1.34011 -4.95574
*
```

As for the frontier orbital gap: 9.162 eV. Its energy is -75501.4027 eV. As for the lowest unoccupied orbital energy: 0.0089 Eh. The energy above the lowest of the compared OMol25 structures with the same formula, charge and spin comes out at 91.36 kcal/mol. The SMILES is COC[C@H](C)N.COC[C@H](C)N.COC[C@H](C)N.COC[C@H](C)N.COC[C@H](C)N.COC[C@H](C)N.COC[C@H](C)N.COC[C@H](C)N.CO.CO.CO.CO.

=====

C36H105N7O17 | ωB97M-V with the def2-TZVPD basis set

Structure (ORCA input):
```
! RIJCOSX wB97M-V def2-TZVPD def2/J DEFGRID3
* xyz 0 1
O 1.51421 3.36970 3.72627
H 1.07027 2.67380 3.22953
H 2.04827 2.89831 4.37523
O 4.59101 1.50440 0.21541
H 4.31188 2.11973 0.90267
H 3.78506 1.02873 -0.02266
C 2.71684 4.88765 0.41489
C 3.88843 5.06146 1.43504
O 4.43194 3.73678 1.67150
O 1.46944 4.49077 1.00063
H 2.90838 4.03188 -0.23495
H 2.55930 5.79584 -0.16630
H 3.60724 5.54684 2.37023
H 4.67448 5.66614 0.98060
H 5.15005 3.76612 2.30879
H 1.70757 4.18984 1.88465
C -2.70475 2.81458 1.48849
C -4.04172 3.51070 1.26984
O -5.03737 3.06691 2.18028
O -2.91505 1.47207 1.14870
H -2.24959 2.85727 2.47895
H -1.94456 3.27080 0.85163
H -4.20394 3.46713 0.19272
H -3.87667 4.57133 1.47532
H -5.20203 3.73024 2.85362
H -3.53583 1.10218 1.78364
C 0.28438 -0.42627 5.98966
C 1.04995 -1.07437 7.20296
O 2.35105 -0.52337 7.29274
O -0.10527 0.94572 6.26662
H -0.56669 -1.07581 5.77483
H 0.86006 -0.51528 5.06657
H 0.97933 -2.15734 7.31928
H 0.44451 -0.79830 8.06890
H 2.97882 -1.13234 6.89475
H 0.57477 1.44946 5.80931
C 5.35496 1.65959 6.33811
C 4.43012 2.31166 5.30078
O 3.05253 2.10375 5.70022
O 5.14044 0.24771 6.23460
H 5.00207 1.86693 7.35054
H 6.42175 1.88516 6.31350
H 4.54401 1.80433 4.33904
H 4.57321 3.34228 4.97769
H 3.01137 1.16615 5.92486
H 5.58217 -0.06189 7.03019
C -2.97432 1.44969 4.63848
C -4.23694 0.57395 4.53225
C -4.10724 -0.73082 5.39774
O -5.28087 -1.54267 5.53558
C -5.89352 -1.94914 4.27657
N -5.36079 1.37859 5.06968
H -2.41081 1.40402 5.57055
H -3.20925 2.46994 4.33881
H -2.18600 1.10460 3.96463
H -4.49182 0.46016 3.47630
H -3.85613 -0.49858 6.43197
H -3.34690 -1.37663 4.95203
H -6.74216 -2.52828 4.63802
H -5.11487 -2.59081 3.86327
H -6.23980 -1.10383 3.68236
H -5.51998 1.96304 4.25756
H -6.15562 0.74997 5.08492
C 5.58946 1.16145 -3.19803
C 5.30690 2.70311 -3.15102
C 3.78658 2.94778 -3.21451
O 3.25178 2.64867 -4.49126
C 3.61737 3.55891 -5.49368
N 5.87346 3.25533 -1.91761
H 6.64281 0.96490 -2.99673
H 5.35809 0.94561 -4.24299
H 5.02224 0.51330 -2.53167
H 5.78091 3.09834 -4.05036
H 3.55742 3.98530 -2.95299
H 3.28370 2.46304 -2.37540
H 4.01644 4.48834 -5.08097
H 2.75136 3.88699 -6.06992
H 4.38453 3.17565 -6.16802
H 5.24221 2.86327 -1.22867
H 6.78743 2.83046 -1.84774
C 0.22838 -4.43436 -1.88380
C -0.41344 -5.71491 -2.43493
C -1.74974 -5.47512 -3.07450
O -2.67631 -6.57734 -2.95589
C -4.01501 -6.22383 -3.22227
N 0.39163 -6.39750 -3.46613
H -0.40833 -4.06935 -1.07567
H 0.43133 -3.60434 -2.56022
H 1.16231 -4.67865 -1.37511
H -0.58970 -6.43497 -1.63227
H -1.61708 -5.17104 -4.11390
H -2.24770 -4.66690 -2.53269
H -4.46809 -6.63262 -2.31697
H -4.30089 -6.79784 -4.10342
H -4.19120 -5.14885 -3.23529
H -0.19309 -7.21122 -3.62384
H 1.19362 -6.81330 -3.00655
C -4.43623 -3.23001 -0.83329
C -3.53970 -3.26508 0.44447
C -3.54935 -1.98053 1.20640
O -2.84751 -2.06091 2.45661
C -1.43174 -2.23889 2.29253
N -4.07184 -4.34927 1.28332
H -5.49296 -3.03759 -0.64776
H -4.33680 -4.07662 -1.50952
H -4.10091 -2.32694 -1.34988
H -2.50611 -3.43157 0.12739
H -4.60594 -1.83295 1.44022
H -3.16489 -1.06476 0.75509
H -1.10554 -3.24732 2.55354
H -0.97876 -1.68787 3.12118
H -0.89194 -1.84752 1.42971
H -3.49601 -4.23560 2.11348
H -3.72899 -5.27194 1.04240
C 2.20139 0.13510 2.54877
C 1.32452 0.90652 1.54375
C 1.10679 0.24638 0.16546
O 2.29641 0.23237 -0.59869
C 2.21781 -0.28832 -1.91955
N -0.00301 1.14604 2.21254
H 2.12194 0.59870 3.53115
H 3.25466 0.17503 2.26950
H 1.88202 -0.90574 2.47320
H 1.87505 1.82724 1.34334
H 0.32269 0.83635 -0.31726
H 0.69716 -0.76417 0.24711
H 3.20446 -0.54374 -2.29729
H 1.74382 0.49765 -2.51172
H 1.47738 -1.09053 -1.89697
H -0.33677 0.23949 2.51517
H -0.63645 1.41264 1.46892
C -2.61496 -0.03741 -3.06915
C -2.63103 1.46045 -3.45880
C -1.23899 2.13132 -3.29079
O -1.28873 3.51216 -3.58563
C -0.19545 4.23046 -3.12108
N -3.20148 1.44836 -4.84153
H -3.54305 -0.53377 -3.34983
H -2.31535 -0.16562 -2.02705
H -1.84615 -0.65316 -3.54161
H -3.37819 2.00339 -2.87608
H -0.60698 1.55473 -3.97064
H -0.94829 1.93332 -2.25686
H 0.85153 4.00195 -3.33485
H -0.27469 4.61251 -2.10141
H -0.23954 5.12683 -3.74625
H -4.07082 0.93679 -4.87546
H -3.32889 2.36615 -5.24387
C 2.17158 -1.10927 -5.07756
C 1.57978 -1.87223 -6.28224
C 0.32814 -2.69858 -5.88164
O -0.27754 -3.26804 -7.04506
C -1.25925 -4.14611 -6.75937
N 1.26634 -0.89962 -7.38589
H 3.22431 -0.86072 -5.21278
H 2.04847 -1.64294 -4.13464
H 1.72091 -0.12379 -4.94503
H 2.38108 -2.49325 -6.68379
H -0.29589 -2.00254 -5.31508
H 0.61122 -3.50650 -5.20298
H -1.96255 -4.18927 -7.59445
H -1.93492 -3.91762 -5.93085
H -0.93793 -5.18221 -6.62265
H 0.81922 -1.55177 -8.01909
H 0.57465 -0.26006 -7.01488
*
```

As for the frontier orbital gap: 8.990 eV. Its energy is -84264.5007 eV. As for the lowest unoccupied orbital energy: 0.0086 Eh. The energy above the lowest of the compared OMol25 structures with the same formula, charge and spin comes out at 73.40 kcal/mol.

=====

C36H105N9O12 | ωB97M-V with the def2-TZVPD basis set

Structure (ORCA input):
```
! RIJCOSX wB97M-V def2-TZVPD def2/J DEFGRID3
* xyz 0 1
C -8.83275 1.30770 -2.67157
O -7.63759 1.82954 -2.14764
C -7.74377 2.25051 -0.81187
C -6.39324 2.53342 -0.24310
C -5.41023 1.35560 -0.28741
N -6.39601 3.12040 1.12545
H -8.72308 0.99560 -3.70692
H -9.63608 2.05718 -2.69173
H -9.18123 0.49732 -2.02381
H -8.40871 3.12008 -0.76000
H -8.17803 1.45294 -0.19037
H -5.88913 3.33545 -0.80200
H -5.70850 0.70516 -1.11587
H -5.40663 0.72790 0.60613
H -4.39846 1.69542 -0.51126
H -5.42256 3.27116 1.37473
H -6.75451 4.07053 1.03799
C 8.61827 -0.54165 -1.09345
O 8.24433 0.39050 -0.09599
C 6.93223 0.90128 -0.22969
C 6.84211 2.13962 0.67910
C 5.44087 2.66820 0.90387
N 7.67059 3.25862 0.21336
H 7.85064 -1.02196 -1.70344
H 9.20385 -1.27865 -0.54602
H 9.25667 -0.08549 -1.85924
H 6.66137 1.14922 -1.26396
H 6.26324 0.10620 0.13845
H 7.27355 1.85501 1.64172
H 4.98827 3.05694 -0.01401
H 5.46924 3.52130 1.57693
H 4.80985 1.83134 1.21726
H 8.63677 2.95727 0.18620
H 7.38669 3.66243 -0.66764
C -2.42089 0.22357 -5.74287
O -1.00801 0.37963 -5.77914
C -0.21941 -0.11575 -4.70969
C 0.13589 -1.60189 -4.89523
C -1.04634 -2.56246 -4.77289
N 1.17401 -1.95134 -3.86787
H -2.77207 0.07159 -4.71904
H -2.69256 -0.63851 -6.36029
H -2.84140 1.12602 -6.18309
H 0.73442 0.41544 -4.72489
H -0.68067 0.09109 -3.73806
H 0.64148 -1.67015 -5.86556
H -1.69610 -2.19244 -3.97627
H -0.76626 -3.57414 -4.48265
H -1.57008 -2.54360 -5.72694
H 1.24615 -2.96400 -3.86729
H 2.04542 -1.59124 -4.24447
C 2.17084 -3.93583 3.10377
O 0.99636 -4.13150 2.32853
C -0.09597 -3.29119 2.63328
C -0.85864 -3.66578 3.87790
C -1.75249 -4.87923 3.69004
N -1.60620 -2.50055 4.32988
H 2.92968 -4.50346 2.56477
H 2.06995 -4.32167 4.11910
H 2.48929 -2.89042 3.11647
H 0.18701 -2.23601 2.52126
H -0.73411 -3.42232 1.74859
H -0.12945 -3.93490 4.65732
H -2.13498 -5.17860 4.66540
H -1.13055 -5.67886 3.28428
H -2.54486 -4.67615 2.96897
H -2.11503 -2.72761 5.18336
H -0.97334 -1.78660 4.69021
C -0.79496 2.05030 -0.82123
O 0.12498 1.03679 -1.22833
C 1.47278 1.46609 -1.19596
C 2.37107 0.24486 -0.91963
C 2.41610 -0.07544 0.57210
N 3.72439 0.55332 -1.41336
H -1.77529 1.56589 -0.84662
H -0.87844 2.94800 -1.43824
H -0.54868 2.27576 0.21962
H 1.73287 1.83012 -2.19987
H 1.72050 2.30404 -0.53978
H 1.98688 -0.65178 -1.41347
H 3.27020 -0.71578 0.80809
H 1.52583 -0.64936 0.83877
H 2.48278 0.81089 1.20520
H 3.67556 0.53302 -2.43130
H 4.32208 -0.23720 -1.18529
C 7.81252 -4.09825 -1.17551
O 6.63934 -4.88153 -1.04700
C 5.48514 -4.27866 -1.60237
C 5.24170 -2.81086 -1.19566
C 5.07894 -2.78991 0.32831
N 4.02379 -2.24819 -1.77428
H 7.90621 -3.35328 -0.37783
H 7.63035 -3.47491 -2.06198
H 8.70349 -4.71121 -1.25903
H 5.62404 -4.31788 -2.69202
H 4.58963 -4.85205 -1.36875
H 6.12742 -2.21831 -1.42562
H 4.26413 -3.42430 0.67708
H 4.94895 -1.81877 0.81837
H 5.96501 -3.14168 0.87164
H 3.81899 -2.76257 -2.63275
H 3.22563 -2.52222 -1.18083
C -5.42872 -2.40544 2.44821
O -4.97100 -1.21542 1.86447
C -3.59141 -1.00573 2.10288
C -3.23102 0.38996 1.63261
C -1.79571 0.72907 2.00625
N -4.07879 1.45760 2.18656
H -6.45416 -2.62919 2.16111
H -5.43276 -2.36961 3.54485
H -4.79078 -3.24774 2.16219
H -3.46736 -1.08000 3.18751
H -2.91189 -1.70890 1.60897
H -3.34320 0.46754 0.54666
H -1.67007 0.68316 3.09090
H -1.41863 1.68283 1.64332
H -1.11426 -0.02740 1.59365
H -5.05861 1.18960 2.04003
H -4.07528 1.33027 3.20509
C 2.17395 -0.63696 3.95090
O 1.76162 -0.79681 5.29980
C 1.12810 0.31996 5.89173
C 0.68455 -0.06680 7.29347
C -0.50061 -1.00041 7.45502
N 0.34379 1.18134 8.02556
H 2.99551 0.09290 3.95785
H 1.32662 -0.32134 3.34088
H 2.65347 -1.57442 3.68061
H 1.88666 1.11084 5.93645
H 0.29069 0.67763 5.28182
H 1.55620 -0.48649 7.80822
H -0.47727 -1.87074 6.79501
H -1.42695 -0.45374 7.25805
H -0.56173 -1.40568 8.46579
H -0.26781 0.95230 8.79870
H 1.19179 1.55188 8.44046
C -4.30932 7.48679 -4.30775
O -4.94030 6.31478 -3.84758
C -4.25938 5.13633 -4.21131
C -4.81185 3.92510 -3.48411
C -3.97293 2.66283 -3.61378
N -6.18062 3.66303 -3.91889
H -3.41348 7.72638 -3.72824
H -5.06800 8.26123 -4.34301
H -3.92575 7.35357 -5.32844
H -4.39724 4.95240 -5.28453
H -3.18924 5.22443 -3.98809
H -4.75073 4.24837 -2.42838
H -4.47902 1.79589 -3.19428
H -2.99506 2.84434 -3.16271
H -3.79882 2.44892 -4.67101
H -6.57985 2.80832 -3.54427
H -6.83371 4.37625 -3.61294
O -0.44341 -1.69853 -1.36934
H 0.01637 -1.75129 -2.22765
H -0.71961 -0.77445 -1.29065
O 4.28268 3.35712 -1.23358
H 3.97426 2.42174 -1.32608
H 4.27191 3.71705 -2.12661
O 1.76123 -3.28322 -0.32820
H 1.02610 -2.71115 -0.65271
H 1.43782 -3.64255 0.51505
*
```

As for the frontier orbital gap: 8.920 eV. Its energy is -77009.5190 eV. As for the lowest unoccupied orbital energy: 0.0161 Eh. The energy above the lowest of the compared OMol25 structures with the same formula, charge and spin comes out at 60.82 kcal/mol. The SMILES is COC[C@H](C)N.COC[C@H](C)N.COC[C@H](C)N.COC[C@H](C)N.COC[C@H](C)N.COC[C@H](C)N.COC[C@H](C)N.COC[C@H](C)N.COC[C@H](C)N.O.O.O.

=====

| no. | molecular weight (g mol⁻¹) |
| --- | --- |
| 1 | 841.3 |
| 2 | 908.3 |
| 3 | 856.3 |